# 1
ORCA calculation (ωB97M-V with the def2-TZVPD basis set) on an isolated molecule of C4H7NO2.

Properties
energy above the lowest of the compared OMol25 structures with the same formula, charge and spin = 169.15 kJ/mol
strongest force on any atom = 4.0 eV Å⁻¹
orbital gap = 10.258 eV
SMILES = C=C(CN)C(=O)O
net charge = 0
total energy = -361.8164 Eh

Each line ends with the natural charge from an NBO analysis.
Positions of all 14 atoms, in Å:
C1 0.01 -1.54 1.17  -0.300
C2 -0.22 -0.63 0.28  -0.164
C3 0.18 0.81 0.58  -0.255
N1 0.74 1.56 -0.63  -0.869
C4 -1.00 -0.88 -0.99  0.741
O1 -1.81 -1.82 -1.02  -0.594
O2 -0.78 -0.11 -2.03  -0.668
H1 0.46 -1.25 2.14  0.197
H2 -0.34 -2.50 0.99  0.226
H3 -0.73 1.43 1.07  0.220
H4 1.03 0.66 1.34  0.193
H5 1.59 1.01 -0.80  0.370
H6 1.11 2.57 -0.46  0.400
H7 -0.24 0.68 -1.62  0.502

=====

# 2
ORCA calculation (ωB97M-V with the def2-TZVPD basis set) on an isolated molecule of C18H20O5.

Properties
energy above the lowest of the compared OMol25 structures with the same formula, charge and spin = 66.60 kJ/mol
strongest force on any atom = 1.0 eV Å⁻¹
orbital gap = 8.586 eV
SMILES = Cc1c(OCC(=O)OC(C)C)ccc2c3c(c(=O)oc12)CCC3
net charge = 0
total energy = -1074.1375 Eh

Each line ends with the natural charge from an NBO analysis.
Positions of all 43 atoms, in Å:
C1 -1.63 -1.07 1.17  -0.638
C2 -0.44 -0.23 0.82  -0.106
C3 -0.03 -0.11 -0.51  0.335
O1 -0.78 -0.81 -1.40  -0.477
C4 -0.40 -0.80 -2.76  -0.161
C5 -1.30 -1.81 -3.49  0.782
O2 -1.63 -2.86 -3.04  -0.581
O3 -1.60 -1.32 -4.69  -0.507
C6 -2.40 -2.10 -5.61  0.103
C7 -3.79 -2.37 -5.05  -0.642
C8 -1.69 -3.38 -6.02  -0.642
C9 1.08 0.67 -0.85  -0.333
C10 1.77 1.35 0.13  -0.104
C11 1.38 1.27 1.47  -0.199
C12 2.02 1.94 2.55  0.103
C13 1.58 1.79 3.82  -0.158
C14 0.44 0.96 4.15  0.761
O4 -0.01 0.77 5.25  -0.568
O5 -0.17 0.35 3.08  -0.480
C15 0.26 0.47 1.80  0.412
C16 2.41 2.56 4.80  -0.417
C17 3.26 3.47 3.90  -0.388
C18 3.22 2.83 2.50  -0.444
H1 -1.65 -1.28 2.23  0.236
H2 -2.55 -0.56 0.89  0.224
H3 -1.59 -2.00 0.60  0.235
H4 0.64 -1.14 -2.89  0.201
H5 -0.53 0.19 -3.21  0.200
H6 -2.47 -1.43 -6.48  0.191
H7 -3.73 -3.04 -4.20  0.236
H8 -4.41 -2.82 -5.82  0.217
H9 -4.25 -1.44 -4.73  0.216
H10 -1.62 -4.06 -5.17  0.234
H11 -2.24 -3.87 -6.82  0.217
H12 -0.68 -3.16 -6.37  0.214
H13 1.40 0.76 -1.87  0.219
H14 2.62 1.95 -0.13  0.208
H15 1.80 3.11 5.51  0.228
H16 3.03 1.87 5.38  0.215
H17 4.27 3.59 4.27  0.213
H18 2.80 4.46 3.86  0.207
H19 3.15 3.58 1.71  0.220
H20 4.12 2.23 2.31  0.220

=====

# 3
ORCA calculation (ωB97M-V with the def2-TZVPD basis set) on the ion C23H31N2O3 with charge +1.

Properties
energy above the lowest of the compared OMol25 structures with the same formula, charge and spin = 259.12 kJ/mol
strongest force on any atom = 1.0 eV Å⁻¹
orbital gap = 8.653 eV
SMILES = C=CCc1ccc(OC[C@@H](O)C[NH+]2CCN(c3ccccc3)CC2)c(OC)c1
net charge = +1
total energy = -1229.9839 Eh

Each line ends with the natural charge from an NBO analysis.
Positions of all 59 atoms, in Å:
C1 -6.76 -3.05 1.03  -0.392
C2 -6.68 -1.87 0.45  -0.165
C3 -6.08 -1.62 -0.90  -0.462
C4 -4.88 -0.73 -0.78  0.008
C5 -4.87 0.56 -1.27  -0.209
C6 -3.76 1.37 -1.12  -0.260
C7 -2.65 0.89 -0.46  0.215
O1 -1.48 1.60 -0.25  -0.548
C8 -1.45 2.99 -0.52  -0.090
C9 -0.12 3.46 0.07  0.068
O2 -0.03 3.06 1.42  -0.713
C10 1.09 2.86 -0.73  -0.244
N1 1.81 1.90 0.13  -0.387
C11 1.48 0.48 -0.15  -0.270
C12 2.11 -0.41 0.93  -0.219
N2 3.54 -0.23 0.99  -0.460
C13 4.37 -1.05 0.21  0.235
C14 4.19 -2.44 0.26  -0.278
C15 5.01 -3.28 -0.46  -0.175
C16 6.03 -2.78 -1.24  -0.231
C17 6.23 -1.41 -1.28  -0.166
C18 5.41 -0.55 -0.57  -0.310
C19 3.87 1.14 1.23  -0.232
C20 3.27 2.08 0.16  -0.237
C21 -2.64 -0.41 0.06  0.332
O3 -1.49 -0.78 0.71  -0.530
C22 -1.46 -2.06 1.31  -0.254
C23 -3.76 -1.21 -0.11  -0.294
H1 -7.20 -3.19 2.00  0.207
H2 -6.41 -3.95 0.54  0.190
H3 -7.05 -0.99 0.96  0.201
H4 -5.79 -2.58 -1.35  0.221
H5 -6.83 -1.15 -1.55  0.226
H6 -5.74 0.95 -1.79  0.222
H7 -3.77 2.37 -1.52  0.222
H8 -1.50 3.20 -1.59  0.195
H9 -2.28 3.50 -0.01  0.207
H10 -0.06 4.55 0.04  0.210
H11 -0.69 2.36 1.56  0.504
H12 1.77 3.66 -1.03  0.232
H13 0.73 2.35 -1.63  0.235
H14 1.42 2.12 1.08  0.466
H15 0.39 0.36 -0.15  0.279
H16 1.88 0.22 -1.13  0.221
H17 1.87 -1.45 0.69  0.240
H18 1.67 -0.17 1.90  0.200
H19 3.42 -2.86 0.89  0.212
H20 4.85 -4.35 -0.40  0.223
H21 6.67 -3.44 -1.80  0.225
H22 7.03 -1.00 -1.88  0.221
H23 5.60 0.51 -0.63  0.202
H24 4.95 1.26 1.27  0.246
H25 3.47 1.43 2.21  0.206
H26 3.50 3.12 0.40  0.229
H27 3.67 1.84 -0.83  0.225
H28 -0.50 -2.13 1.82  0.193
H29 -1.52 -2.85 0.56  0.186
H30 -2.26 -2.18 2.03  0.192
H31 -3.78 -2.21 0.28  0.230

=====

# 4
ORCA calculation (ωB97M-V with the def2-TZVPD basis set) on a cluster of 2 separate species, C4H9F2N in total.

Properties
energy above the lowest of the compared OMol25 structures with the same formula, charge and spin = 193.13 kJ/mol
strongest force on any atom = 5.4 eV Å⁻¹
orbital gap = 11.085 eV
SMILES = CC(N)(F)F.C=C
net charge = 0
total energy = -412.2120 Eh

Each line ends with the natural charge from an NBO analysis.
Positions of all 16 atoms, in Å:
C1 -0.25 -0.97 1.49  -0.681
C2 0.89 -0.25 2.41  0.794
N1 1.17 1.00 2.01  -0.897
F1 1.87 -1.13 2.46  -0.341
F2 0.47 -0.31 3.71  -0.371
H1 -0.08 -0.67 0.30  0.213
H2 -1.21 -0.56 1.55  0.216
H3 -0.01 -2.05 1.67  0.238
H4 0.51 1.42 1.29  0.417
H5 2.20 1.32 2.18  0.412
C3 -1.00 0.09 -2.41  -0.382
C4 -0.39 -0.87 -1.81  -0.383
H6 -2.02 0.22 -2.36  0.185
H7 -0.48 0.98 -2.61  0.190
H8 0.67 -1.05 -1.93  0.195
H9 -0.85 -1.69 -1.29  0.195

=====

# 5
ORCA calculation (ωB97M-V with the def2-TZVPD basis set) on a structure of composition C38H50ClCsN10OSTe.

Properties
energy above the lowest of the compared OMol25 structures with the same formula, charge and spin = 0.00 kJ/mol
strongest force on any atom = 0.4 eV Å⁻¹
orbital gap = 5.779 eV
net charge = 0
total energy = -3247.3677 Eh

Each line ends with the Mulliken charge.
Positions of all 103 atoms, in Å:
Cs1 1.05 -0.14 1.85  0.850
C1 2.90 -2.32 -2.01  -0.986
C2 3.58 -1.03 -1.67  0.870
N1 2.99 0.01 -1.13  -0.509
C3 3.96 0.99 -1.02  -0.689
C4 5.15 0.53 -1.50  -0.320
N2 4.90 -0.77 -1.92  0.247
C5 5.89 -1.67 -2.45  -1.011
N3 7.00 -1.82 -1.55  0.727
N4 8.24 -1.44 -1.94  -0.668
N5 9.06 -1.67 -0.99  -0.507
C6 8.37 -2.21 0.07  0.019
C7 8.80 -2.63 1.33  -0.684
C8 7.85 -3.13 2.19  -0.564
C9 6.49 -3.22 1.82  -0.629
C10 6.05 -2.81 0.58  -0.507
C11 7.02 -2.31 -0.28  1.364
H1 1.85 -2.25 -1.72  -0.037
H2 3.35 -3.17 -1.49  0.329
H3 2.95 -2.52 -3.09  0.363
H4 3.74 1.96 -0.62  0.461
H5 6.13 0.97 -1.58  0.448
H6 6.30 -1.29 -3.38  0.276
H7 5.42 -2.63 -2.63  0.538
H8 9.84 -2.57 1.61  0.428
H9 8.14 -3.47 3.18  0.369
H10 5.77 -3.61 2.53  0.402
H11 5.00 -2.87 0.31  0.283
C12 -1.62 -2.16 -4.91  -1.174
C13 -0.89 -1.21 -3.97  -0.288
N6 -1.76 -0.65 -2.95  0.241
C14 -2.03 -1.23 -1.75  0.410
S1 -1.15 -2.51 -1.11  -0.389
N7 -3.04 -0.66 -1.08  0.556
C15 -3.61 -1.17 0.16  -0.603
C16 -4.75 -2.15 -0.09  -1.082
H12 -0.92 -2.60 -5.62  0.441
H13 -2.41 -1.65 -5.47  0.293
H14 -2.07 -2.97 -4.33  0.256
H15 -0.45 -0.38 -4.53  0.396
H16 -0.09 -1.74 -3.46  0.096
H17 -2.41 0.05 -3.27  -0.304
H18 -3.58 0.05 -1.56  -0.466
H19 -3.96 -0.31 0.73  0.159
H20 -2.82 -1.64 0.73  0.544
H21 -5.56 -1.67 -0.65  0.257
H22 -5.15 -2.51 0.86  0.397
H23 -4.39 -3.00 -0.67  0.287
C17 -5.66 2.11 -0.69  -1.173
C18 -5.98 3.51 -0.16  2.848
C19 -7.51 3.64 -0.16  -2.079
C20 -5.51 3.61 1.30  -1.983
C21 -5.35 4.68 -1.00  1.461
O1 -5.79 5.92 -0.41  -0.666
C22 -5.80 4.78 -2.49  -1.558
C23 -5.20 3.94 -3.63  -1.335
C24 -5.72 2.53 -3.82  -0.002
C25 -4.83 1.47 -3.93  0.111
C26 -5.28 0.17 -4.11  -0.533
C27 -6.64 -0.07 -4.19  0.197
Cl1 -7.21 -1.70 -4.41  -0.251
C28 -7.55 0.97 -4.10  -0.780
C29 -7.08 2.27 -3.93  -0.030
C30 -3.82 4.89 -0.80  -2.427
N8 -2.84 3.84 -1.10  1.241
C31 -2.31 2.91 -0.29  0.028
N9 -1.37 2.23 -0.91  -0.355
C32 -1.35 2.81 -2.14  -0.502
N10 -2.21 3.79 -2.30  -1.067
H24 -5.89 1.38 0.10  0.799
H25 -4.62 1.98 -0.97  -0.629
H26 -6.29 1.85 -1.55  0.181
H27 -7.93 2.78 0.36  0.483
H28 -7.93 3.66 -1.16  0.400
H29 -7.84 4.53 0.39  0.515
H30 -6.15 2.99 1.93  0.510
H31 -5.57 4.64 1.66  0.418
H32 -4.49 3.25 1.44  0.195
H33 -6.72 6.03 -0.60  0.522
H34 -5.59 5.82 -2.74  0.386
H35 -6.89 4.67 -2.51  0.603
H36 -4.12 3.91 -3.54  0.447
H37 -5.41 4.49 -4.55  0.524
H38 -3.76 1.67 -3.87  0.415
H39 -4.59 -0.67 -4.20  0.375
H40 -8.61 0.77 -4.17  0.451
H41 -7.79 3.08 -3.88  0.447
H42 -3.68 5.18 0.24  0.526
H43 -3.54 5.74 -1.41  0.404
H44 -2.60 2.75 0.74  0.416
H45 -0.68 2.51 -2.93  0.492
Te1 -1.73 0.64 3.84  -0.429
C33 -0.79 0.33 5.70  -0.192
C34 0.12 1.25 6.24  -0.271
C35 0.65 1.08 7.52  -0.449
C36 0.29 -0.02 8.28  -0.418
C37 -0.59 -0.95 7.76  -0.521
C38 -1.12 -0.78 6.49  -0.361
H46 0.40 2.12 5.66  0.370
H47 1.33 1.82 7.92  0.340
H48 0.70 -0.15 9.28  0.359
H49 -0.88 -1.81 8.35  0.334
H50 -1.82 -1.51 6.09  0.321

=====

Look up the orbital gap of the first one. 10.258 eV

=====

Which of these has the highest net charge? C23H31N2O3

=====

What is the formula in the fifth record? C38H50ClCsN10OSTe

=====

Look up the total energy of the fifth one. -3247.3677 Eh